Molecular formula: C17H19Cl2NO2ReS
Method: DFT, ωB97M-V/def2-TZVPD

- Energy relative to the best compared isomer or geometry (same formula, charge and spin): 0.00 kcal/mol
- Multiplicity: 2
- HOMO (spin up / spin down): -15.5 / -15.5 eV
- Gap between HOMO and LUMO (spin up / spin down): 6.74 / 7.05 eV
- Charge: +2
- E_LUMO (spin up / spin down): -8.80 / -8.49 eV
- Expectation value of S²: 0.77

Geometry (Å):
Re (0.184, -0.056, -0.323)
C (-2.627, 2.045, -0.123)
C (-1.212, 2.081, 0.388)
C (-0.348, 3.107, 0.042)
C (0.879, 3.299, 0.702)
C (1.793, 4.409, 0.305)
C (1.248, 2.428, 1.727)
C (0.467, 1.340, 2.081)
C (0.830, 0.462, 3.239)
C (-0.749, 1.128, 1.360)
H (-3.172, 2.886, 0.311)
H (-3.151, 1.139, 0.176)
H (-2.681, 2.159, -1.205)
H (-0.658, 3.829, -0.706)
H (2.154, 4.950, 1.180)
H (1.318, 5.112, -0.375)
H (2.672, 3.989, -0.193)
H (2.174, 2.612, 2.262)
H (0.687, 1.022, 4.166)
H (1.878, 0.164, 3.205)
H (0.204, -0.428, 3.296)
H (-1.479, 0.445, 1.791)
N (0.454, -0.399, -2.462)
C (1.850, -0.055, -2.871)
C (2.374, 1.016, -1.936)
O (3.249, 1.769, -2.197)
O (1.727, 1.000, -0.743)
H (0.246, -1.366, -2.707)
H (-0.206, 0.165, -2.997)
H (1.903, 0.289, -3.900)
H (2.481, -0.938, -2.758)
Cl (-1.923, -1.225, -0.685)
C (-1.579, -2.933, -0.368)
C (-2.515, -3.885, -0.685)
C (-2.190, -5.208, -0.393)
C (-0.976, -5.541, 0.189)
C (-0.054, -4.551, 0.497)
Cl (1.450, -4.952, 1.213)
C (-0.355, -3.219, 0.209)
S (0.759, -1.908, 0.628)
H (-3.466, -3.623, -1.128)
H (-2.904, -5.987, -0.622)
H (-0.735, -6.572, 0.409)

***

Molecular formula: C17H19Cl3FN7SiTl
Method: DFT, ωB97M-V/def2-TZVPD

- Multiplicity: 1
- HOMO: -4.0 eV
- Gap between HOMO and LUMO: 5.78 eV
- Charge: -1
- E_LUMO: 1.80 eV

Geometry (Å):
Tl (0.469, 0.750, -0.117)
C (1.971, 0.142, 4.651)
Si (0.660, 1.008, 3.535)
C (-0.522, 1.951, 4.718)
C (1.636, 2.353, 2.592)
N (-0.057, 0.010, 2.358)
C (-0.838, -1.057, 2.571)
C (-1.149, -1.614, 3.832)
C (-1.921, -2.743, 3.970)
C (-2.450, -3.392, 2.864)
C (-2.195, -2.871, 1.604)
C (-1.420, -1.745, 1.484)
F (-1.193, -1.261, 0.206)
H (2.529, 0.856, 5.249)
H (2.684, -0.408, 4.043)
H (1.515, -0.571, 5.331)
H (0.010, 2.678, 5.325)
H (-1.046, 1.276, 5.389)
H (-1.274, 2.482, 4.142)
H (2.104, 3.053, 3.278)
H (0.977, 2.917, 1.940)
H (2.421, 1.918, 1.980)
H (-0.752, -1.121, 4.707)
H (-2.118, -3.129, 4.963)
H (-3.051, -4.280, 2.981)
H (-2.598, -3.336, 0.716)
N (-5.670, 4.173, 0.190)
C (-4.536, 3.938, 0.174)
N (-3.263, 3.828, 0.154)
C (-2.420, 2.916, 0.014)
N (-1.514, 2.194, -0.146)
C (-2.368, 0.673, -2.893)
C (-1.060, 0.187, -3.385)
N (-0.105, -0.320, -2.651)
C (0.905, -0.663, -3.498)
C (0.558, -0.353, -4.777)
N (-0.700, 0.188, -4.698)
H (-2.367, 0.612, -1.808)
H (-3.183, 0.068, -3.291)
H (-2.530, 1.711, -3.180)
H (1.802, -1.109, -3.123)
H (1.076, -0.466, -5.708)
H (-1.239, 0.555, -5.464)
Cl (6.519, -1.427, 0.277)
C (5.330, -0.123, -0.004)
Cl (5.746, 0.720, -1.525)
Cl (5.370, 1.028, 1.357)
C (4.011, -0.677, -0.134)
N (2.934, -1.048, -0.267)

***

Molecular formula: C17H19ClFeO8
Method: DFT, ωB97M-V/def2-TZVPD

- Energy relative to the best compared isomer or geometry (same formula, charge and spin): 13.39 kcal/mol
- Multiplicity: 5
- HOMO (spin up / spin down): -6.6 / -8.9 eV
- Gap between HOMO and LUMO (spin up / spin down): 6.96 / 6.94 eV
- Charge: 0
- E_LUMO (spin up / spin down): 0.36 / -2.01 eV
- Expectation value of S²: 6.05

Geometry (Å):
C (-4.959, -1.746, 0.619)
C (-3.688, -1.886, -0.160)
O (-2.915, -0.692, 0.170)
C (-2.033, -0.303, -0.763)
C (-0.958, 0.722, -0.213)
Cl (-0.504, 1.768, -1.591)
C (-1.734, 1.680, 0.693)
O (-1.338, 2.136, 1.741)
O (-2.934, 1.950, 0.118)
C (-3.690, 3.011, 0.740)
C (-5.083, 2.904, 0.194)
O (-2.081, -0.737, -1.902)
H (-5.493, -2.691, 0.618)
H (-4.762, -1.437, 1.647)
H (-5.586, -0.988, 0.148)
H (-3.102, -2.770, 0.141)
H (-3.877, -1.940, -1.238)
H (-3.655, 2.856, 1.817)
H (-3.234, 3.978, 0.492)
H (-5.676, 3.741, 0.543)
H (-5.116, 2.898, -0.897)
H (-5.560, 1.988, 0.549)
C (4.735, 1.686, -0.436)
O (3.899, 0.804, -1.192)
C (3.068, -0.066, -0.505)
C (2.706, 0.080, 0.860)
C (1.311, 0.171, 1.304)
C (0.106, -0.198, 0.282)
C (0.753, -0.771, -0.957)
C (2.003, -0.568, -1.387)
Fe (4.643, -1.855, -0.058)
C (4.681, -3.418, 0.673)
O (4.550, -4.513, 1.025)
C (6.345, -1.664, -0.053)
O (7.498, -1.617, -0.174)
C (4.566, -2.653, -1.588)
O (4.522, -3.176, -2.626)
H (5.746, 1.258, -0.390)
H (4.772, 2.621, -1.009)
H (4.359, 1.896, 0.580)
H (3.493, 0.133, 1.612)
H (1.288, -0.767, 1.852)
H (1.075, 0.961, 2.049)
H (-0.411, -1.009, 0.820)
H (0.030, -1.160, -1.687)
H (2.238, -0.618, -2.461)

***

Molecular formula: C17H19ClN4O2S2
Method: DFT, ωB97M-V/def2-TZVPD

- Energy relative to the best compared isomer or geometry (same formula, charge and spin): 0.00 kcal/mol
- Multiplicity: 1
- HOMO: -8.1 eV
- Gap between HOMO and LUMO: 8.28 eV
- Charge: 0
- E_LUMO: 0.17 eV

Geometry (Å):
N (-7.012, -0.676, -1.113)
S (-5.950, -1.660, -0.250)
O (-5.516, -2.713, -1.120)
O (-6.568, -1.986, 1.002)
C (-4.606, -0.532, 0.029)
C (-4.605, 0.258, 1.163)
C (-3.571, 1.148, 1.369)
C (-2.528, 1.245, 0.441)
N (-1.512, 2.156, 0.697)
C (-0.337, 2.372, 0.013)
S (0.173, 3.937, -0.150)
N (0.343, 1.309, -0.472)
C (1.538, 1.520, -1.263)
C (2.776, 1.427, -0.371)
N (2.800, 0.131, 0.273)
C (3.998, -0.505, 0.554)
C (4.232, -1.166, 1.764)
C (5.418, -1.840, 1.983)
C (6.411, -1.875, 1.020)
C (6.180, -1.220, -0.178)
Cl (7.393, -1.251, -1.413)
C (4.999, -0.550, -0.423)
C (1.628, -0.078, 1.086)
C (0.373, 0.026, 0.201)
C (-2.557, 0.451, -0.710)
C (-3.597, -0.435, -0.909)
H (-7.175, -1.029, -2.042)
H (-7.877, -0.535, -0.617)
H (-5.409, 0.152, 1.872)
H (-3.556, 1.775, 2.248)
H (-1.792, 2.963, 1.241)
H (1.483, 2.502, -1.734)
H (1.573, 0.741, -2.030)
H (3.676, 1.578, -0.962)
H (2.721, 2.228, 0.383)
H (3.498, -1.139, 2.553)
H (5.577, -2.338, 2.927)
H (7.339, -2.395, 1.192)
H (4.852, -0.082, -1.383)
H (1.653, -1.078, 1.519)
H (1.555, 0.666, 1.896)
H (-0.514, -0.112, 0.816)
H (0.406, -0.761, -0.559)
H (-1.780, 0.550, -1.451)
H (-3.639, -1.064, -1.783)

***

Molecular formula: C17H19FN2O7RuS
Method: DFT, ωB97M-V/def2-TZVPD

- Energy relative to the best compared isomer or geometry (same formula, charge and spin): 11.93 kcal/mol
- Multiplicity: 2
- HOMO (spin up / spin down): -5.4 / -5.3 eV
- Gap between HOMO and LUMO (spin up / spin down): 6.20 / 6.04 eV
- Charge: -1
- E_LUMO (spin up / spin down): 0.83 / 0.75 eV
- Expectation value of S²: 0.97

Geometry (Å):
Ru (0.239, 2.337, 0.680)
O (1.622, 3.665, 2.724)
S (2.222, 2.438, 2.213)
O (3.548, 2.161, 2.685)
O (1.256, 1.314, 2.459)
O (2.203, 2.648, 0.682)
C (0.126, 3.626, -2.523)
O (0.797, 2.561, -1.873)
H (0.623, 3.862, -3.473)
H (0.087, 4.518, -1.895)
H (-0.890, 3.290, -2.727)
H (1.634, 2.891, -1.508)
F (-0.122, 4.259, 0.420)
N (-7.076, 2.319, -0.019)
C (-5.927, 2.260, 0.152)
C (-4.567, 2.167, 0.337)
C (-3.880, 2.869, 1.387)
C (-2.527, 2.850, 1.446)
N (-1.753, 2.143, 0.558)
C (-2.394, 1.451, -0.437)
C (-3.740, 1.420, -0.569)
H (-4.455, 3.420, 2.116)
H (-1.972, 3.401, 2.202)
H (-1.736, 0.919, -1.113)
H (-4.203, 0.851, -1.361)
C (1.186, -6.040, -0.468)
C (1.260, -4.551, -0.286)
C (0.305, -3.867, 0.449)
C (0.348, -2.486, 0.605)
C (-0.712, -1.804, 1.414)
C (1.387, -1.777, -0.002)
C (2.380, -2.449, -0.725)
C (3.516, -1.715, -1.360)
C (2.295, -3.827, -0.859)
C (1.471, -0.262, 0.125)
O (2.567, 0.268, 0.238)
O (0.350, 0.327, 0.051)
H (0.202, -6.416, -0.198)
H (1.926, -6.539, 0.158)
H (1.393, -6.310, -1.503)
H (-0.496, -4.426, 0.915)
H (-1.283, -2.526, 1.996)
H (-1.397, -1.269, 0.758)
H (-0.273, -1.068, 2.084)
H (3.146, -0.914, -1.995)
H (4.131, -2.388, -1.952)
H (4.125, -1.254, -0.586)
H (3.058, -4.349, -1.420)

***

Molecular formula: C17H19IrN2OS6Si
Method: DFT, ωB97M-V/def2-TZVPD

- Energy relative to the best compared isomer or geometry (same formula, charge and spin): 0.00 kcal/mol
- Multiplicity: 1
- HOMO: -6.7 eV
- Gap between HOMO and LUMO: 6.65 eV
- Charge: 0
- E_LUMO: -0.06 eV

Geometry (Å):
Ir (-0.077, 0.374, -0.068)
C (-2.021, -2.878, 4.389)
Si (-1.187, -1.349, 5.057)
C (-2.017, -0.812, 6.646)
C (0.631, -1.650, 5.374)
C (-1.387, 0.066, 3.816)
C (-2.026, 1.258, 4.144)
C (-2.178, 2.289, 3.219)
C (-1.705, 2.106, 1.939)
N (-1.106, 0.962, 1.600)
C (-0.921, -0.020, 2.501)
S (-0.014, -1.307, 1.729)
H (-2.058, -3.656, 5.156)
H (-1.489, -3.277, 3.524)
H (-3.045, -2.660, 4.080)
H (-1.932, -1.609, 7.387)
H (-3.081, -0.610, 6.503)
H (-1.553, 0.081, 7.071)
H (0.761, -2.365, 6.189)
H (1.138, -0.724, 5.657)
H (1.124, -2.051, 4.487)
H (-2.414, 1.396, 5.146)
H (-2.666, 3.215, 3.485)
H (-1.804, 2.840, 1.150)
O (1.900, 0.883, 0.873)
C (2.942, 0.248, 0.117)
C (2.531, -0.102, -1.290)
C (3.505, -0.332, -2.245)
C (3.125, -0.635, -3.541)
C (1.776, -0.672, -3.846)
C (0.856, -0.429, -2.846)
N (1.225, -0.175, -1.585)
H (1.742, 0.321, 1.656)
H (3.249, -0.666, 0.631)
H (3.796, 0.924, 0.083)
H (4.548, -0.259, -1.970)
H (3.871, -0.819, -4.302)
H (1.424, -0.879, -4.847)
H (-0.208, -0.444, -3.035)
S (-5.063, 1.568, -5.196)
C (-3.948, 1.311, -4.024)
S (-3.812, -0.171, -3.137)
C (-2.474, 0.297, -2.116)
C (-1.996, 1.537, -2.294)
S (-0.675, 2.233, -1.382)
S (-2.791, 2.497, -3.518)
S (-1.798, -0.845, -0.973)